[1]
C32H37As2S2SbTi | the ωB97M-V functional and the def2-TZVPD basis

Each line ends with the Löwdin charge.
Element x y z (Å)
Sb  -0.627  0.400  1.564  1.526
As  -0.905  1.688  -2.060  1.048
As  1.577  -0.390  -1.612  1.138
Ti  -0.998  -0.652  -1.158  -0.158
S  -3.283  -0.218  -0.964  0.611
S  -1.405  -1.674  -3.164  0.658
C  0.750  -2.418  2.058  -0.104
C  1.413  2.615  1.764  -0.152
C  0.913  2.402  -1.980  -0.395
C  1.965  1.525  -1.698  -0.417
C  1.360  1.222  1.757  -0.394
C  3.320  -1.209  -1.276  -0.250
C  1.182  3.748  -2.201  -0.095
C  -2.947  -2.359  -2.640  -0.734
C  -1.462  2.173  -3.860  -0.242
C  -1.657  -0.282  6.308  -0.073
C  0.403  -4.388  0.699  -0.047
C  2.482  4.225  -2.147  -0.064
C  3.757  2.537  2.280  -0.072
C  1.624  -0.608  -3.560  -0.300
C  -3.734  -1.743  -1.739  -0.732
C  -1.973  -0.838  3.994  -0.133
C  3.264  2.011  -1.639  -0.096
C  2.606  3.269  2.031  -0.074
C  3.716  1.151  2.254  -0.074
C  -0.868  -2.403  0.295  -0.288
C  -0.367  0.850  4.622  -0.115
C  1.043  -3.740  1.751  -0.040
C  -1.956  3.014  -1.092  -0.274
C  3.522  3.355  -1.862  -0.062
C  -0.693  0.651  5.957  -0.072
C  -2.297  -1.029  5.328  -0.073
C  -0.178  -1.715  1.296  -0.376
C  -1.001  0.095  3.646  -0.382
C  -5.071  -2.309  -1.328  -0.108
C  -0.583  -3.730  -0.016  -0.038
C  -3.360  -3.642  -3.317  -0.114
C  2.519  0.493  1.998  -0.133
H  4.615  0.583  2.460  0.110
H  0.515  3.197  1.582  0.094
H  4.685  3.051  2.497  0.110
H  -1.147  -4.236  -0.789  0.121
H  -2.472  -1.423  3.229  0.100
H  2.493  -0.589  2.014  0.073
H  1.208  -1.935  2.912  0.106
H  -1.446  3.256  -3.960  0.037
H  0.370  4.427  -2.437  0.100
H  2.548  -0.182  -3.946  0.045
H  -3.000  2.845  -1.355  0.029
H  -2.478  1.806  -3.998  0.039
H  4.541  3.718  -1.813  0.113
H  -4.155  -3.453  -4.043  0.090
H  0.646  -5.416  0.468  0.116
H  -1.845  2.893  -0.018  -0.004
H  2.635  4.352  2.043  0.111
H  -0.821  1.724  -4.614  0.032
H  -3.049  -1.758  5.600  0.110
H  -1.669  4.022  -1.384  0.032
H  0.387  1.577  4.343  0.095
H  0.776  -0.093  -4.007  -0.009
H  2.680  5.274  -2.325  0.112
H  4.082  1.341  -1.405  0.096
H  3.682  -0.986  -0.276  0.018
H  -0.193  1.228  6.724  0.110
H  -1.783  -1.963  -0.134  0.007
H  3.185  -2.285  -1.375  0.036
H  -5.684  -2.516  -2.206  0.087
H  -4.954  -3.244  -0.775  0.086
H  4.033  -0.869  -2.023  0.037
H  1.772  -4.277  2.345  0.117
H  -2.518  -4.076  -3.852  0.061
H  -1.915  -0.428  7.349  0.109
H  -3.734  -4.376  -2.601  0.080
H  1.563  -1.663  -3.827  0.030
H  -5.600  -1.603  -0.693  0.061

E_HOMO (alpha / beta) = -10.0 / -10.0 eV
charge = +1
gap between HOMO and LUMO (alpha / beta) = 6.703 / 6.901 eV
⟨S²⟩ = 0.760
spin multiplicity = 2

=====

[2]
C39H104O39S13 | the ωB97M-V functional and the def2-TZVPD basis

Each line ends with the Löwdin charge.
Element x y z (Å)
S  1.293  -18.654  15.502  0.679
S  7.037  -13.757  26.006  0.711
S  5.565  -15.054  14.999  0.649
S  2.689  -15.793  28.415  0.721
S  9.066  -9.927  20.219  0.682
S  6.681  -24.403  26.658  0.686
S  2.936  -24.751  17.424  0.690
S  0.765  -19.744  25.371  0.664
S  7.084  -18.869  27.490  0.692
S  -0.757  -13.013  21.711  0.695
S  -0.419  -21.519  18.444  0.653
S  9.645  -21.493  23.045  0.624
S  5.058  -17.748  22.038  0.690
O  0.531  -21.367  19.551  -0.304
O  5.637  -15.532  16.536  -0.269
O  -1.533  -22.548  18.944  -0.272
O  5.743  -23.426  25.686  -0.270
O  10.086  -10.122  21.230  -0.301
O  1.621  -20.617  26.106  -0.271
O  5.611  -13.399  26.121  -0.295
O  3.900  -16.950  21.602  -0.314
O  2.481  -14.586  27.247  -0.257
O  9.579  -22.809  22.567  -0.259
O  0.046  -21.814  17.072  -0.304
O  7.919  -9.036  20.335  -0.304
O  6.338  -17.016  21.910  -0.315
O  9.317  -20.428  21.806  -0.271
O  6.921  -15.125  14.468  -0.298
O  1.544  -17.340  14.878  -0.297
O  1.871  -24.977  16.414  -0.324
O  8.245  -19.732  27.382  -0.287
O  3.549  -23.431  17.602  -0.302
O  2.564  -15.188  29.747  -0.310
O  6.347  -24.240  28.040  -0.283
O  0.538  -12.547  21.209  -0.292
O  7.466  -14.706  27.304  -0.278
O  -0.781  -14.635  22.062  -0.282
O  8.533  -11.429  19.766  -0.274
O  -1.518  -12.444  22.880  -0.335
O  6.736  -17.952  26.390  -0.321
O  2.356  -25.316  18.895  -0.266
O  8.116  -12.807  25.855  -0.288
O  1.962  -17.018  28.036  -0.338
O  5.244  -19.187  21.139  -0.259
O  8.961  -20.981  24.214  -0.307
O  -0.134  -20.629  24.235  -0.291
O  4.700  -13.908  14.863  -0.289
O  7.270  -17.926  28.897  -0.275
O  1.394  -18.619  24.641  -0.331
O  6.604  -25.742  26.056  -0.321
O  1.163  -18.765  16.939  -0.311
O  2.387  -19.757  14.891  -0.279
C  9.127  -19.024  22.154  -0.241
C  4.083  -21.338  14.965  -0.053
C  -2.107  -24.738  19.726  -0.024
C  9.826  -9.465  18.570  -0.092
C  -1.482  -20.041  18.366  -0.083
C  8.688  -15.372  27.196  -0.303
C  9.002  -18.232  20.812  -0.046
C  4.705  -18.348  23.678  -0.104
C  7.157  -18.094  31.367  -0.064
C  0.625  -16.039  20.604  -0.068
C  7.246  -15.105  24.667  -0.078
C  -1.194  -21.113  22.084  -0.043
C  2.645  -24.476  20.091  -0.249
C  -1.986  -13.011  20.381  -0.125
C  5.631  -19.914  27.890  -0.072
C  7.867  -18.475  30.079  -0.286
C  -1.523  -23.874  18.526  -0.248
C  5.657  -23.740  24.325  -0.297
C  4.647  -16.515  14.280  -0.087
C  8.129  -13.850  20.557  -0.054
C  -0.642  -19.187  26.371  -0.087
C  -0.152  -19.448  14.763  -0.108
C  8.162  -12.324  20.836  -0.258
C  -0.691  -19.994  23.074  -0.236
C  9.389  -15.286  28.589  -0.041
C  1.414  -15.131  25.107  -0.066
C  4.487  -15.715  17.292  -0.259
C  5.186  -16.366  18.542  -0.043
C  4.034  -19.869  20.732  -0.292
C  8.424  -23.621  26.260  -0.038
C  4.529  -16.116  28.106  -0.079
C  0.466  -15.417  21.961  -0.252
C  4.049  -26.160  17.082  -0.103
C  4.211  -20.595  19.444  -0.059
C  11.462  -21.087  23.259  -0.091
C  1.237  -14.554  26.481  -0.264
C  1.853  -24.864  21.310  -0.066
C  2.679  -21.030  15.446  -0.286
C  5.267  -22.469  23.467  -0.030
H  4.382  -17.484  24.259  0.073
H  5.884  -20.453  28.803  0.069
H  -1.978  -20.086  19.335  0.054
H  6.948  -16.091  25.024  0.031
H  5.684  -15.761  19.299  0.063
H  5.951  -17.062  18.198  0.081
H  8.247  -15.122  24.237  0.069
H  4.988  -15.134  27.995  0.044
H  3.902  -14.845  17.592  0.124
H  7.956  -19.562  30.103  0.113
H  3.649  -16.360  17.026  0.106
H  9.286  -15.052  26.342  0.110
H  0.758  -15.979  24.911  0.063
H  0.617  -15.423  19.705  0.078
H  -1.927  -24.077  17.534  0.124
H  4.824  -21.056  15.713  0.076
H  -1.533  -13.381  19.462  0.063
H  -2.243  -21.367  22.236  0.080
H  -2.896  -24.174  20.223  0.072
H  8.550  -16.425  26.952  0.082
H  3.669  -24.656  20.416  0.110
H  5.528  -20.658  27.100  0.067
H  9.023  -8.983  18.013  0.059
H  9.655  -14.268  28.876  0.079
H  -0.473  -24.114  18.359  0.095
H  5.407  -17.294  14.348  0.066
H  4.992  -24.578  24.119  0.109
H  -0.864  -20.130  26.871  0.069
H  7.323  -14.336  21.108  0.060
H  3.674  -16.595  14.764  0.021
H  4.379  -22.061  23.950  0.065
H  4.710  -19.377  28.119  0.072
H  4.010  -22.425  14.947  0.070
H  4.552  -16.228  13.233  0.067
H  9.008  -12.238  21.518  0.096
H  1.511  -16.671  20.541  0.064
H  -0.945  -20.679  21.115  0.024
H  -1.368  -24.817  20.522  0.056
H  8.240  -22.683  26.785  0.045
H  7.668  -13.970  19.577  0.067
H  1.311  -14.770  22.196  0.101
H  4.889  -21.420  19.661  0.078
H  -1.565  -19.411  23.363  0.111
H  8.565  -17.255  21.016  0.050
H  8.432  -23.524  25.175  0.028
H  -0.881  -19.152  18.173  0.056
H  4.832  -19.959  18.814  0.088
H  0.341  -15.028  26.882  0.110
H  8.311  -18.799  20.189  0.075
H  4.974  -25.963  17.624  0.067
H  11.605  -20.006  23.259  0.050
H  0.973  -24.222  21.331  0.059
H  2.416  -24.745  22.236  0.076
H  5.998  -21.675  23.617  0.064
H  9.211  -24.284  26.620  0.068
H  6.091  -17.963  31.176  0.075
H  3.296  -20.923  18.951  0.067
H  2.042  -21.823  15.053  0.119
H  9.954  -18.594  22.720  0.106
H  -2.395  -25.742  19.415  0.076
H  10.097  -10.403  18.085  0.056
H  8.807  -15.582  29.461  0.058
H  8.898  -18.138  30.185  0.114
H  5.006  -16.582  28.969  0.052
H  11.939  -21.468  22.355  0.061
H  6.545  -24.235  23.934  0.104
H  4.500  -17.003  19.100  0.046
H  0.101  -19.392  13.704  0.068
H  7.208  -18.745  32.240  0.083
H  -0.643  -22.050  22.161  0.073
H  5.615  -18.779  24.095  0.060
H  4.939  -22.669  22.447  0.067
H  -0.275  -16.611  20.376  0.072
H  0.116  -19.421  22.617  0.107
H  10.723  -8.846  18.578  0.064
H  -0.979  -18.741  14.827  0.074
H  -0.264  -18.493  27.121  0.065
H  0.748  -13.580  26.468  0.123
H  4.285  -26.175  16.018  0.070
H  3.699  -20.385  21.632  0.109
H  3.884  -19.065  23.659  0.058
H  -1.459  -18.895  25.711  0.068
H  -2.850  -13.640  20.597  0.071
H  2.642  -20.960  16.533  0.097
H  7.259  -12.046  21.379  0.123
H  4.560  -16.767  27.232  0.047
H  11.966  -21.527  24.120  0.067
H  2.567  -23.393  19.989  0.097
H  6.452  -14.850  23.965  0.052
H  8.254  -18.981  22.806  0.096
H  1.544  -25.906  21.391  0.087
H  10.198  -16.012  28.673  0.076
H  3.495  -27.038  17.414  0.071
H  -2.190  -20.247  17.563  0.075
H  -2.235  -11.958  20.252  0.068
H  9.947  -18.121  20.281  0.077
H  3.225  -19.196  20.446  0.108
H  1.415  -14.337  24.360  0.075
H  9.110  -14.326  20.579  0.078
H  4.365  -20.824  14.046  0.087
H  2.427  -15.532  25.078  0.083
H  7.482  -17.104  31.688  0.074
H  -0.251  -20.486  15.080  0.056
H  0.378  -16.172  22.742  0.104

E_HOMO = -10.6 eV
gap between HOMO and LUMO = 10.456 eV

=====

[3]
C5H7I | the ωB97M-V functional and the def2-TZVPD basis

Each line ends with the Löwdin charge.
Element x y z (Å)
I  0.531  0.918  2.860  0.806
C  0.755  -0.122  1.013  -0.643
C  -0.231  -0.066  -1.537  -0.111
C  1.689  -0.954  0.737  -0.118
C  -1.774  0.789  0.308  -0.047
C  -0.724  0.218  -0.190  -0.315
H  0.432  0.877  -1.795  0.131
H  0.509  -0.984  -1.489  0.090
H  -2.417  1.432  -0.303  0.077
H  1.585  -1.466  -0.161  0.020
H  2.370  -1.303  1.453  0.045
H  -1.780  0.849  1.442  -0.001
H  -0.944  -0.190  -2.338  0.066

E_HOMO = -9.2 eV
gap between HOMO and LUMO = 9.765 eV

=====

[4]
C9H15N5O3 | the ωB97M-V functional and the def2-TZVPD basis

Each line ends with the Löwdin charge.
Element x y z (Å)
O  3.506  3.540  0.882  0.129
O  1.852  3.459  2.361  0.102
O  -1.341  -2.176  3.167  0.041
N  -0.480  -0.344  2.224  0.217
N  -1.698  -1.711  -1.400  0.047
N  -0.399  -0.312  -0.091  0.191
N  0.455  1.400  1.247  0.122
N  -1.559  -2.042  0.918  0.200
C  -1.120  -1.555  2.136  -0.555
C  1.777  1.992  -0.822  -0.017
C  1.817  1.726  0.711  -0.425
C  2.796  0.622  1.079  -0.018
C  -2.604  -2.830  -1.686  -0.248
C  2.402  3.012  1.368  -0.484
C  -3.752  -2.344  -2.557  -0.103
C  -1.256  -1.352  -0.138  -0.369
C  -0.156  0.189  1.137  -0.433
H  -3.368  -1.961  -3.526  0.075
H  -4.294  -1.531  -2.027  0.087
H  1.049  2.720  -1.089  0.077
H  3.825  0.939  0.843  0.094
H  2.774  2.339  -1.149  0.097
H  -1.178  -1.352  -2.183  0.130
H  3.743  4.288  1.484  0.163
H  -3.056  -3.214  -0.757  0.116
H  -0.438  0.375  -0.889  0.177
H  2.608  -0.330  0.567  0.093
H  -2.051  -3.664  -2.140  0.116
H  -4.394  -3.197  -2.719  0.065
H  2.729  0.493  2.183  0.115
H  1.474  1.084  -1.332  0.062
H  0.337  1.738  2.196  0.134

E_HOMO = -9.1 eV
structure (SMILES) = CCNc1nc(=O)nc(NC(C)(C)C(=O)O)[nH]1
gap between HOMO and LUMO = 9.301 eV